Below is a cluster of 8 separate species, C42H74N2O16 in total at a distorted geometry, with properties calculated with ωB97M-V with the def2-TZVPD basis set.

Each line ends with the Mulliken charge.
Atoms and positions in Å:
1 C -3.8378 0.4940 5.6422  -0.627
2 H 2.1285 3.1065 -9.1840  0.307
3 H -3.9210 0.7258 -3.3095  0.356
4 C -4.5790 2.3511 -1.4500  -0.498
5 H -0.1806 -0.5900 4.1646  0.241
6 H 3.5629 3.8900 -8.5499  0.272
7 H 1.3144 0.9025 -0.4573  0.339
8 H 1.0892 -6.0934 3.3227  0.459
9 H -9.4214 0.8849 2.9273  0.222
10 H 0.8285 6.9429 7.2458  0.272
11 H 8.6858 -2.2536 -9.7394  0.234
12 N 1.0791 -2.8101 3.2425  -0.171
13 C 6.4645 -1.9399 -8.1535  -0.728
14 C 1.2277 7.2120 6.2672  -1.023
15 H -11.7171 0.6234 3.7657  0.319
16 O 2.4617 -5.3756 4.6434  -0.444
17 C 0.3169 6.7549 5.1467  -0.447
18 H 4.3759 -1.9067 -1.8166  0.276
19 H -0.9783 2.9930 3.7173  0.133
20 H -4.9596 -1.3127 5.1566  0.412
21 H 4.8423 -3.4130 -1.0027  0.332
22 O 0.6485 -0.1862 3.8823  -0.657
23 H 3.4738 -3.5247 4.4437  0.238
24 H -12.5232 1.4668 5.0639  0.311
25 O -5.7915 0.2856 1.7925  -0.617
26 C -8.9521 -0.0876 3.0823  -0.483
27 C 8.2646 -4.1302 -8.7391  -0.380
28 C 9.1270 -3.2427 -9.6123  -0.920
29 O 2.8490 -2.8915 -5.9171  -0.617
30 H 5.4808 -3.5342 -5.1169  0.030
31 H 5.9673 3.1690 -8.8705  0.273
32 H 5.3964 -3.0652 -2.6477  0.377
33 C 1.2805 -5.1614 3.8834  -1.039
34 H 6.3387 -2.5112 -9.0702  0.269
35 H -5.0198 1.2588 0.3441  0.198
36 H 1.9921 -5.4037 1.3030  0.412
37 H -4.8802 3.3099 -1.0286  0.357
38 H 2.2041 6.7343 6.1795  0.313
39 O 7.0828 -2.3854 -5.9136  -0.667
40 H -2.9788 -0.4948 -2.4238  0.244
41 C 0.9424 -0.5127 2.5763  0.204
42 H 5.3876 2.9372 -7.2053  0.363
43 C 0.9917 0.4880 1.6388  0.211
44 C 4.6150 -4.1905 -5.0275  -0.663
45 H 4.7573 -4.8698 -4.1896  0.329
46 H -4.8300 2.3903 -2.5126  0.331
47 O -10.7754 0.9410 6.8549  -0.567
48 H -10.7403 -1.1757 3.6942  0.389
49 O -9.7950 -0.3342 5.3539  -0.384
50 C 3.0272 -4.1971 5.1996  -0.223
51 H -6.3666 1.3308 -0.8050  0.425
52 O 2.8788 -3.0314 -3.7209  -0.322
53 H -8.8701 -0.5884 2.1167  0.393
54 C 1.3610 -4.0362 2.8548  0.782
55 H 8.7466 -5.1006 -8.6215  0.327
56 H 0.8733 2.0422 3.1334  0.519
57 H 3.8866 -4.5387 5.8016  0.368
58 H 4.5416 -4.8107 -5.9198  0.336
59 H 2.1271 1.4925 -7.3031  0.318
60 C -3.9457 -0.9150 2.6538  -0.852
61 C -0.7199 2.3980 1.6040  0.160
62 H 2.3178 -3.5961 7.2205  0.345
63 C -1.4058 5.3527 7.0063  -1.242
64 C -5.2029 -0.0905 2.7757  0.882
65 C -5.0996 -0.2324 5.2229  -0.580
66 C 0.6968 1.9164 2.0587  -1.000
67 C -9.7381 -0.9391 4.0569  -0.610
68 H -0.5797 3.0160 0.7061  0.350
69 H -3.4854 0.1240 6.6056  0.424
70 C -1.3443 3.2960 2.7183  -1.014
71 O -0.8367 3.4698 5.6905  -0.555
72 C -10.7010 0.5961 5.7072  0.735
73 N 1.8350 -3.5067 0.5104  -0.370
74 H 3.4401 -4.7239 -2.6304  0.341
75 C 4.5551 -2.9737 -1.9591  -0.948
76 H -11.0717 2.1800 4.3329  0.236
77 C 1.5874 -1.1847 -0.0418  -0.699
78 H 1.8270 -1.4380 -1.0785  0.422
79 H 2.0548 3.9529 -7.6269  0.355
80 H 1.4430 2.5566 1.5513  0.379
81 C 2.1135 -3.3909 6.1561  -0.830
82 H -3.7341 -1.5330 3.5233  0.391
83 H -4.0263 1.5647 5.7246  0.292
84 H 3.5609 2.2110 -6.6123  0.346
85 C 1.5399 -2.2372 0.9288  0.527
86 H -3.0376 0.3684 4.9115  -0.081
87 H 2.4955 -3.5164 -1.7923  0.140
88 C -11.5455 1.2480 4.6393  -0.896
89 H -1.0306 4.3392 2.5491  0.354
90 H -0.8566 5.1897 7.9331  0.300
91 O -1.1594 1.5872 -1.8360  -0.547
92 H -2.2804 0.3834 -3.7987  0.353
93 H 6.8477 2.1360 -7.7265  0.309
94 C 1.1929 -1.8876 2.2470  0.978
95 H -1.5412 6.4199 6.8468  0.394
96 H -0.6633 7.2336 5.1819  0.370
97 H -4.9924 0.2527 -1.0896  0.192
98 H -4.0611 -1.5927 1.8099  0.372
99 C -5.2843 1.2343 -0.7115  -0.719
100 O -5.6198 0.2916 3.9941  -0.408
101 H -7.9497 0.1040 3.4606  -0.004
102 C 5.8599 2.4526 -8.0565  -1.093
103 H -2.4009 4.9225 7.1003  0.303
104 O 3.7898 1.1628 -8.4012  -0.370
105 H 2.3250 -2.3173 6.0124  0.201
106 H -1.3601 1.5306 1.3820  -0.066
107 H 1.3611 8.2940 6.2354  0.367
108 O 5.6869 0.3712 -9.1721  -0.598
109 H 1.0374 -3.5331 6.0032  0.240
110 C 3.0370 2.0363 -7.5533  -0.380
111 C 3.3118 -3.6474 -2.5009  -0.168
112 H 10.1065 -3.0986 -9.1544  0.295
113 C -2.9340 0.4676 -2.9326  -1.095
114 H 6.9725 -1.0094 -8.3734  0.270
115 C -2.3466 1.4921 -1.9937  0.822
116 H 0.7587 7.0257 4.1883  0.344
117 C 5.1187 1.2406 -8.5642  0.855
118 H 7.2842 -4.3222 -9.1779  0.354
119 H -9.2285 -1.8923 4.1972  0.345
120 O 8.1362 -3.5983 -7.4185  -0.380
121 O 0.1876 5.3303 5.1255  -0.317
122 H -2.4437 3.2065 2.7286  0.242
123 H 5.4653 -1.7248 -7.7832  0.290
124 H 0.4208 -5.0407 4.5645  0.312
125 C -0.6895 4.6472 5.8811  0.890
126 H 9.2617 -3.6893 -10.5985  0.353
127 H -5.8770 -0.0657 5.9680  0.373
128 C 3.3707 -3.3466 -4.9327  0.673
129 C 2.6753 3.3233 -8.2656  -0.977
130 O -3.1633 2.2611 -1.2559  -0.366
131 C 7.2239 -2.6677 -7.0769  0.675
132 C 1.3113 0.1017 0.2863  -1.064
133 C 1.7475 -4.3551 1.5167  -0.904
134 H -3.1022 -0.2493 2.4652  -0.038

Results
Max |F|: 2.11 eV/A
SMILES: CCCc1ccc2ncc(COCC)nc2c1O.CCOC(C)=O.CCOC(C)=O.CCOC(C)=O.CCOC(C)=O.CCOC(C)=O.CCOC(C)=O.CCOC(C)=O
Gap between HOMO and LUMO: 8.3 eV
HOMO energy: -8.4 eV